*P*
The following is a DFT calculation (the ωB97M-V functional and the def2-TZVPD basis) of C4H5NO2S in the gas phase.

Its frontier orbital gap is 7.994 eV. Its LUMO energy is -0.0508 hartree. As for the total charge: 0.

Cartesian coordinates (Å):
C: 0.048 -1.531 0.963
C: -0.256 -0.554 -0.171
C: 0.838 0.368 -0.506
C: 0.522 1.791 0.098
H: -0.836 -2.111 1.127
H: 0.810 -2.115 0.437
H: 0.398 -1.011 1.911
H: -2.137 0.684 -1.769
H: 1.158 2.464 -0.390
N: -1.458 -0.476 -0.534
O: -1.303 0.503 -1.524
O: -0.194 2.000 1.044
S: 2.409 -0.012 -0.688

=====

*Q*
The following is a DFT calculation (the ωB97M-V functional and the def2-TZVPD basis) of C4H5NO2S in the gas phase.

Its frontier orbital gap (alpha / beta) is 7.886 / 7.633 eV. Its LUMO energy (alpha / beta) is -0.0258 / -0.0337 hartree. As for the total charge: 0.

Cartesian coordinates (Å):
C: -0.115 -0.028 0.971
C: -0.171 -0.426 -0.501
C: -0.506 1.140 1.504
C: 0.194 0.316 -1.530
N: -1.307 2.142 0.823
O: -1.227 3.254 1.311
O: -2.996 2.442 -1.169
S: -2.319 1.457 -0.331
H: 0.569 -0.652 1.504
H: -0.614 -1.445 -0.396
H: -0.243 1.624 2.406
H: 0.638 1.325 -1.174
H: 0.239 -0.131 -2.542

=====

*R*
The following is a DFT calculation (the ωB97M-V functional and the def2-TZVPD basis) of C4H5NO2S as an isolated structure.

Its frontier orbital gap is 8.347 eV. Its LUMO energy is -0.0195 hartree. As for the total charge: 0.

Cartesian coordinates (Å):
C: 1.572 -0.097 -0.150
C: 0.585 0.151 1.015
C: -1.541 -0.840 -0.795
C: -1.931 0.532 -0.311
H: 2.238 1.678 0.420
H: 1.174 0.093 1.901
H: 0.024 1.086 1.122
H: -1.058 -0.951 -1.924
H: -2.413 -1.592 -0.876
N: -1.946 1.773 -0.076
O: 2.540 0.672 -0.190
O: 1.392 -1.169 -0.892
S: -0.637 -1.336 0.756

=====

*S*
The following is a DFT calculation (the ωB97M-V functional and the def2-TZVPD basis) of C4H5NO2S in the gas phase.

Its frontier orbital gap is 8.300 eV. Its LUMO energy is 0.0074 hartree. As for the total charge: 0.

Cartesian coordinates (Å):
C: 1.173 0.397 -0.688
C: 0.960 -0.980 -0.354
C: -0.295 -1.005 0.204
C: 0.081 1.137 -0.371
H: 2.695 1.719 -0.907
H: 1.696 -1.716 -0.263
H: -2.100 -1.865 0.295
H: -2.099 0.641 2.290
H: -0.347 2.047 -0.814
N: -0.835 0.256 0.236
O: 2.425 0.726 -1.305
O: -1.017 -1.930 0.777
S: -2.336 0.572 0.899

=====

Q: Which of them is the least stable? A: *Q*.

=====

*P*
The following is a DFT calculation (the ωB97M-V functional and the def2-TZVPD basis) of C4H5NO2S as an isolated structure.

Its frontier orbital gap (alpha / beta) is 7.715 / 7.723 eV. Its LUMO energy (alpha / beta) is -0.0711 / -0.0631 hartree. As for the total charge: 0.

Cartesian coordinates (Å):
C: -0.455 0.530 -0.080
C: 0.735 -0.183 -0.042
C: 0.282 1.839 -0.323
C: 1.132 -1.478 0.148
N: 1.480 0.936 0.035
O: -3.119 0.724 0.532
O: -2.107 -1.535 0.240
S: -2.106 -0.142 -0.132
H: 0.281 2.264 -1.377
H: 0.263 2.614 0.388
H: 0.153 -2.024 0.065
H: 1.647 -1.700 1.157
H: 1.815 -1.844 -0.609

=====

*Q*
The following is a DFT calculation (the ωB97M-V functional and the def2-TZVPD basis) of C4H5NO2S in the gas phase.

Its frontier orbital gap is 7.937 eV. Its LUMO energy is 0.0100 hartree. As for the total charge: 0.

Cartesian coordinates (Å):
C: 0.887 -0.427 0.674
C: -0.031 -1.432 0.975
C: -1.223 -1.134 0.279
C: -1.002 -0.037 -0.535
H: 2.320 0.951 0.978
H: 0.329 -2.016 1.917
H: -2.276 -1.417 0.525
H: -1.752 0.540 -2.071
H: 1.096 2.584 -1.087
N: 0.311 0.544 -0.248
O: 2.081 -0.161 1.168
O: -1.959 0.708 -1.209
S: 1.220 1.295 -1.365

=====

Q: Which of them is the least stable? A: *P*.

=====

*P*
The following is a DFT calculation (the ωB97M-V functional and the def2-TZVPD basis) of C7H14O in the gas phase.

Its frontier orbital gap is 9.846 eV. Its LUMO energy is 0.0328 hartree. As for the total charge: 0.

Cartesian coordinates (Å):
C: -1.685 1.271 -1.176
O: -1.951 2.554 -1.877
C: -0.540 1.701 -0.268
C: 0.567 0.620 -0.131
C: 0.022 -0.775 0.162
C: 0.463 -2.493 1.922
C: 0.925 -1.607 1.039
C: 2.396 -1.663 0.751
H: -2.595 1.128 -0.560
H: -1.609 0.525 -1.961
H: -2.772 2.431 -2.363
H: -0.090 2.610 -0.668
H: -0.849 1.983 0.756
H: 1.085 0.682 -1.099
H: 1.259 1.001 0.633
H: -0.955 -0.687 0.640
H: -0.017 -1.452 -0.702
H: -0.533 -2.351 2.319
H: 0.924 -3.413 2.220
H: 2.577 -2.027 -0.288
H: 2.946 -0.713 0.737
H: 2.950 -2.328 1.420

=====

*Q*
The following is a DFT calculation (the ωB97M-V functional and the def2-TZVPD basis) of C7H14O in the gas phase.

Its frontier orbital gap is 7.153 eV. Its LUMO energy is -0.0504 hartree. As for the total charge: 0.

Cartesian coordinates (Å):
C: -1.825 -0.897 -0.560
O: 0.587 1.707 -0.267
C: -1.419 0.299 -0.077
C: -1.724 0.673 1.389
C: 0.275 0.514 -0.399
C: 0.481 -0.105 -1.830
C: 1.057 -0.406 0.634
C: 2.548 -0.150 0.554
H: -1.884 -1.747 0.096
H: 1.454 -0.503 -1.883
H: -2.583 -0.920 -1.327
H: -1.882 1.149 -0.578
H: -1.136 1.588 1.563
H: -1.427 -0.151 2.038
H: -2.783 0.873 1.522
H: 0.317 0.573 -2.658
H: -0.306 -0.887 -1.878
H: 0.640 -0.021 1.557
H: 0.752 -1.451 0.511
H: 2.715 0.928 0.530
H: 3.021 -0.558 -0.346
H: 3.119 -0.506 1.409

=====

Q: Which of them is the least stable? A: *Q*.

=====

*P*
The following is a DFT calculation (the ωB97M-V functional and the def2-TZVPD basis) of C7H14O in the gas phase.

Its frontier orbital gap is 10.015 eV. Its LUMO energy is 0.0331 hartree. As for the total charge: 0.

Cartesian coordinates (Å):
C: -2.596 0.289 -0.657
O: -3.589 1.263 -0.605
C: -1.405 0.954 -1.381
C: 0.002 0.217 -1.504
C: 0.352 -0.846 -0.444
C: 2.989 -0.278 2.379
C: 2.180 -0.851 1.248
C: 1.081 -0.313 0.728
H: -2.878 -0.671 -1.109
H: -2.239 -0.045 0.338
H: -4.490 0.910 -0.469
H: -1.757 1.091 -2.403
H: -1.202 1.898 -0.870
H: 0.771 0.989 -1.559
H: -0.090 -0.197 -2.514
H: 0.804 -1.698 -0.961
H: -0.596 -1.246 -0.078
H: 2.596 0.716 2.620
H: 3.975 -0.023 1.984
H: 2.991 -0.929 3.249
H: 2.456 -1.850 0.914
H: 0.644 0.619 1.092

=====

*Q*
The following is a DFT calculation (the ωB97M-V functional and the def2-TZVPD basis) of C7H14O in the gas phase.

Its frontier orbital gap is 10.830 eV. Its LUMO energy is 0.0352 hartree. As for the total charge: 0.

Cartesian coordinates (Å):
C: -0.997 0.409 0.215
C: 0.452 -0.203 0.206
C: 0.855 -1.079 -0.975
C: -0.957 0.219 1.760
C: 0.038 -0.935 1.514
C: -1.071 1.846 -0.274
C: 2.150 -0.575 -1.595
O: -2.016 -0.371 -0.451
H: -2.862 -0.019 -0.124
H: 1.219 0.558 0.423
H: 0.995 -2.118 -0.657
H: 0.077 -1.082 -1.746
H: 0.825 -1.050 2.264
H: -1.897 -0.073 2.235
H: -0.530 1.064 2.313
H: -0.448 -1.906 1.360
H: -0.280 2.465 0.163
H: -2.033 2.298 -0.010
H: -0.965 1.889 -1.363
H: 2.049 0.465 -1.923
H: 2.423 -1.183 -2.462
H: 2.972 -0.621 -0.872

=====

Q: Which of them is the least stable? A: *P*.

=====

*P*
The following is a DFT calculation (the ωB97M-V functional and the def2-TZVPD basis) of C7H14O as an isolated structure.

Its frontier orbital gap is 8.685 eV. Its LUMO energy is 0.0343 hartree. As for the total charge: 0.

Cartesian coordinates (Å):
C: -0.304 -1.285 0.440
C: -0.965 -0.389 -0.571
C: 0.271 -2.572 -0.077
C: -1.583 1.609 0.910
C: 1.639 1.121 -1.253
C: -0.638 1.020 -0.102
C: 0.684 1.418 -0.129
O: 1.181 -0.491 1.059
H: 0.879 0.007 1.834
H: -0.872 -1.377 1.363
H: -0.581 -0.576 -1.577
H: -2.050 -0.543 -0.586
H: 0.937 2.313 0.435
H: -0.520 -3.164 -0.556
H: 1.039 -2.381 -0.831
H: 0.725 -3.162 0.719
H: -1.576 1.069 1.867
H: -2.615 1.585 0.544
H: -1.324 2.649 1.128
H: 2.666 1.227 -0.901
H: 1.477 1.818 -2.080
H: 1.530 0.106 -1.637

=====

*Q*
The following is a DFT calculation (the ωB97M-V functional and the def2-TZVPD basis) of a 2-piece molecular cluster, C7H14O overall.

Its frontier orbital gap is 9.647 eV. Its LUMO energy is 0.0339 hartree. As for the total charge: 0.

Cartesian coordinates (Å):
C: 1.333 1.255 1.455
C: 1.541 0.979 -0.008
C: 0.952 -0.255 -0.587
C: 1.626 -1.407 -0.706
C: -2.897 0.414 -1.325
C: -1.415 0.569 -1.129
C: -0.490 -0.362 -0.888
H: 2.191 1.857 1.769
H: 1.583 0.340 2.018
H: 0.389 1.636 1.832
H: 1.180 1.813 -0.648
H: 2.627 1.009 -0.308
H: 2.700 -1.412 -0.523
H: 1.251 -2.357 -1.073
H: -3.423 1.369 -1.281
H: -3.106 0.033 -2.314
H: -3.341 -0.288 -0.604
H: -1.018 1.568 -1.298
H: -0.821 -1.414 -0.970
H: -0.832 -0.408 2.298
H: -0.076 -1.374 1.427
O: -0.377 -1.259 2.336

=====

*R*
The following is a DFT calculation (the ωB97M-V functional and the def2-TZVPD basis) of C7H14O in the gas phase.

Its frontier orbital gap (alpha / beta) is 6.156 / 6.850 eV. Its LUMO energy (alpha / beta) is -0.0462 / -0.0325 hartree. As for the total charge: 0.

Cartesian coordinates (Å):
C: 0.794 2.500 0.399
C: -0.189 1.299 -1.589
C: -0.152 1.366 -0.040
O: -1.330 1.427 0.523
H: 0.777 2.590 1.487
H: 1.823 2.332 0.065
H: -0.827 0.478 -1.915
H: -0.626 2.226 -1.963
H: 0.441 3.442 -0.022
H: 0.808 1.182 -2.018
C: 0.607 -2.657 0.423
C: -1.568 -1.388 0.269
C: -0.105 -1.350 0.414
C: 0.648 -0.140 0.483
H: 0.317 -3.251 -0.450
H: -2.015 -2.243 0.779
H: 0.285 -3.232 1.298
H: 1.690 -2.552 0.448
H: -1.987 -0.409 0.553
H: -1.781 -1.491 -0.805
H: 1.673 -0.265 0.117
H: 0.719 0.136 1.542

=====

*S*
The following is a DFT calculation (the ωB97M-V functional and the def2-TZVPD basis) of a 2-piece molecular cluster, C7H14O overall.

Its frontier orbital gap is 10.205 eV. Its LUMO energy is 0.0333 hartree. As for the total charge: 0.

Cartesian coordinates (Å):
C: 1.105 0.929 -1.135
C: -1.676 -1.536 -0.627
C: 0.586 2.341 -1.069
C: 2.147 0.601 -0.093
C: -0.243 -1.832 1.432
C: -1.153 -0.940 0.642
C: -1.465 0.285 1.037
O: 0.739 0.137 -1.966
H: -0.875 -1.570 -1.369
H: -2.492 -0.937 -1.035
H: -2.027 -2.555 -0.455
H: -0.256 2.463 -1.745
H: 1.380 3.027 -1.364
H: 0.284 2.587 -0.054
H: 2.996 1.278 -0.196
H: 2.491 -0.426 -0.211
H: 1.722 0.735 0.903
H: 0.510 -2.276 0.782
H: 0.252 -1.286 2.230
H: -0.819 -2.647 1.876
H: -2.132 0.913 0.470
H: -1.073 0.708 1.947

=====

Q: Which of them is the least stable? A: *R*.